No. 1
# C4H16NO6S

5 unconnected molecules or ions with the total composition C4H16NO6S at a distorted geometry (ωB97M-V/def2-TZVPD, OMol25).

Charge: -1
Electronic energy in Eh: -1066.43853
Kohn-Sham gap in eV: 6.9
LUMO energy in eV: 3.06
Strongest force on any atom in eV/Å: 3.2
Energy above the lowest of the compared OMol25 structures with the same formula, charge and spin in eV: 2.519
HOMO in eV: -3.86

Structure (XYZ):
```
28
Properties=species:S:1:pos:R:3:lowdin_charge:R:1
O -0.605 2.278 -2.709 -0.020
C -0.249 1.576 -1.773 -0.357
N -1.176 0.881 -1.076 0.062
C -0.855 0.021 0.094 -0.401
C -1.382 0.556 1.422 -0.700
S -0.270 0.142 2.818 0.222
C -1.369 -1.394 -0.136 -0.141
O -0.198 -2.285 -0.400 -0.135
H 0.791 1.369 -1.480 0.112
H -2.164 0.975 -1.243 0.143
H 0.235 0.130 0.097 0.100
H -2.308 0.014 1.613 0.031
H -1.557 1.627 1.449 0.039
H 0.578 -1.820 -0.065 0.077
H -1.889 -1.707 -1.039 0.123
H -1.864 -1.806 0.738 0.094
H 2.634 2.081 -0.217 -0.003
H 3.508 0.836 -0.175 0.024
O 3.099 1.439 -0.798 -0.102
H 0.121 -1.598 -2.940 0.000
H 1.254 -0.774 -3.543 0.033
O 0.488 -1.307 -3.772 -0.053
H 2.267 1.902 2.193 0.025
H 1.036 2.316 1.335 0.011
O 1.984 2.402 1.436 -0.079
H -1.062 -3.156 2.401 0.003
H -0.177 -3.308 1.091 -0.008
O -0.559 -3.769 1.864 -0.099
```

No. 2
# C4H2FN3S

A molecular structure, C4H2FN3S at a distorted geometry (ωB97M-V/def2-TZVPD, OMol25).

Charge: 0
Electronic energy in Eh: -815.73651
Kohn-Sham gap in eV: 8.2
LUMO energy in eV: -0.89
Strongest force on any atom in eV/Å: 4.6
HOMO in eV: -9.09

Structure (XYZ):
```
11
Properties=species:S:1:pos:R:3:lowdin_charge:R:1
C -1.530 -0.242 -0.750 -0.263
C 0.516 -1.388 -1.151 -0.125
C 1.317 0.477 0.198 -0.280
C -0.768 -0.932 -1.443 0.004
N -2.090 0.285 0.257 -0.171
N 1.318 -0.647 -0.445 0.095
N 0.557 1.128 1.076 -0.189
F -1.423 1.214 2.565 -0.305
S -1.041 1.384 0.984 1.078
H 0.937 -2.239 -1.454 0.068
H 2.206 0.958 0.164 0.086
```

No. 3
# C46H58O4S3SbZn

A molecular structure, C46H58O4S3SbZn (ωB97M-V/def2-TZVPD, OMol25).

Charge: -2
Electronic energy in Eh: -5302.91489
2S+1: 2
Kohn-Sham gap (alpha / beta) in eV: 4.1 / 5.0
<S²>: 0.756
LUMO energy (alpha / beta) in eV: 3.82 / 3.82
Strongest force on any atom in eV/Å: 0.7
HOMO (alpha / beta) in eV: -0.30 / -1.22

Structure (XYZ):
```
113
Properties=species:S:1:pos:R:3:lowdin_spin:R:1
Zn 0.287 0.844 0.456 0.004
C 1.600 -2.115 -2.305 0.000
O 1.082 -0.960 -1.676 0.000
C 1.956 0.098 -1.550 0.000
C 3.103 -0.030 -0.749 0.000
C 3.244 -1.118 0.316 0.000
C 2.965 -0.675 1.759 0.000
C 3.989 -0.401 2.645 0.000
C 3.746 -0.028 3.972 0.000
C 2.421 0.090 4.369 0.000
C 1.351 -0.148 3.509 0.000
C -0.057 0.186 4.040 0.000
C -1.342 -0.070 3.259 0.000
C -2.155 -1.149 3.569 0.000
C -3.394 -1.358 2.960 0.000
C -3.776 -0.490 1.946 0.000
C -3.003 0.617 1.584 0.000
C -3.506 1.511 0.435 0.000
C -2.585 2.355 -0.442 0.000
C -2.797 3.699 -0.699 0.000
C -1.975 4.433 -1.566 0.000
C -0.972 3.744 -2.246 0.000
C -0.734 2.390 -2.037 0.001
C 0.300 1.590 -2.850 0.000
C 1.666 1.293 -2.223 0.001
C 2.696 2.228 -2.317 0.000
C 3.946 2.022 -1.750 0.000
C 4.101 0.916 -0.918 0.000
C 5.141 2.928 -2.050 0.000
C 4.742 4.157 -2.869 0.000
C 5.816 3.422 -0.764 0.009
C 6.157 2.110 -2.865 0.000
C -1.507 1.718 -1.080 0.001
O -1.198 0.483 -0.733 0.001
C -2.193 5.940 -1.712 0.000
C -2.041 6.608 -0.335 0.000
C -3.598 6.224 -2.261 0.000
C -1.173 6.580 -2.655 0.000
C -1.855 0.847 2.330 0.000
O -1.158 2.006 2.111 0.001
C -1.759 3.183 2.650 0.000
C -4.308 -2.472 3.479 0.000
C -3.609 -3.834 3.373 0.000
C -4.643 -2.190 4.953 0.000
C -5.623 -2.545 2.705 0.000
C 1.628 -0.564 2.202 0.000
O 0.647 -0.807 1.347 0.001
C 4.921 0.263 4.904 0.000
C 5.807 -0.986 5.032 0.000
C 4.456 0.658 6.307 0.000
C 5.758 1.421 4.338 0.004
H 2.621 -1.957 -2.656 0.000
H 0.964 -2.361 -3.159 0.000
H 1.588 -2.957 -1.609 0.000
H 4.263 -1.509 0.287 0.000
H 2.556 -1.930 0.087 0.000
H 5.014 -0.471 2.284 0.000
H 2.189 0.435 5.373 0.000
H -0.036 1.254 4.277 0.000
H -0.158 -0.341 4.991 0.000
H -1.794 -1.857 4.310 0.000
H -4.684 -0.672 1.381 0.000
H -4.295 2.157 0.833 0.000
H -4.001 0.813 -0.247 0.000
H -3.614 4.203 -0.184 0.000
H -0.327 4.269 -2.943 0.000
H 0.469 2.147 -3.774 0.000
H -0.157 0.632 -3.102 0.000
H 2.485 3.149 -2.848 0.000
H 5.016 0.792 -0.344 0.000
H 4.001 4.757 -2.335 0.001
H 4.334 3.878 -3.845 0.000
H 5.625 4.782 -3.036 0.000
H 5.167 4.120 -0.231 0.019
H 6.751 3.937 -1.011 0.000
H 6.045 2.605 -0.079 0.000
H 5.692 1.701 -3.767 0.000
H 6.543 1.273 -2.277 0.000
H 7.002 2.742 -3.161 0.000
H -2.795 6.245 0.368 0.000
H -2.151 7.696 -0.421 0.000
H -1.056 6.393 0.089 0.000
H -4.370 5.817 -1.603 0.000
H -3.723 5.769 -3.248 0.000
H -3.763 7.305 -2.351 0.000
H -0.154 6.420 -2.296 0.000
H -1.348 7.658 -2.704 0.000
H -1.254 6.176 -3.668 0.000
H -2.140 2.976 3.654 0.000
H -2.575 3.525 2.008 0.000
H -0.979 3.937 2.693 0.000
H -2.693 -3.857 3.968 0.000
H -3.337 -4.044 2.335 0.000
H -4.267 -4.633 3.731 0.000
H -3.742 -2.188 5.569 0.000
H -5.329 -2.951 5.343 0.000
H -5.116 -1.210 5.051 0.000
H -5.457 -2.786 1.651 0.000
H -6.170 -1.601 2.760 0.000
H -6.254 -3.328 3.136 0.000
H 5.228 -1.825 5.430 0.000
H 6.648 -0.791 5.708 0.000
H 6.211 -1.286 4.063 0.000
H 3.838 -0.125 6.758 0.000
H 3.882 1.587 6.288 0.000
H 5.329 0.812 6.949 0.000
H 6.174 1.169 3.359 0.000
H 6.591 1.659 5.011 0.000
H 5.144 2.315 4.210 0.010
S 2.772 7.109 2.609 0.281
Sb 3.606 4.968 2.383 0.570
S 1.560 2.774 0.642 0.042
S 1.699 3.386 2.660 0.051
```

No. 4
# C4H9NO2

2 unconnected molecules or ions with the total composition C4H9NO2 at a distorted geometry (ωB97M-V/def2-TZVPD, OMol25).

Charge: 0
Electronic energy in Eh: -362.96146
Kohn-Sham gap in eV: 8.2
LUMO energy in eV: 0.88
Strongest force on any atom in eV/Å: 1.8
Energy above the lowest of the compared OMol25 structures with the same formula, charge and spin in eV: 3.376
HOMO in eV: -7.34

Structure (XYZ):
```
16
Properties=species:S:1:pos:R:3:lowdin_charge:R:1
C 1.349 1.227 1.154 -0.036
C 1.363 -0.220 0.748 -0.242
O 0.714 -1.080 1.524 0.073
C -1.094 0.160 -0.338 -0.046
C -0.240 -0.480 -1.187 -0.602
O 1.047 -0.207 -1.157 -0.063
N -0.647 -1.544 -1.976 0.125
H 0.463 1.522 1.731 0.088
H 1.420 1.831 0.254 0.090
H 2.234 1.400 1.780 0.095
H 2.270 -0.661 0.403 0.133
H -0.145 -0.714 1.817 0.124
H -2.102 -0.197 -0.223 0.035
H -0.881 1.202 -0.131 0.044
H -0.029 -1.841 -2.715 0.092
H -1.627 -1.537 -2.221 0.090
```